1.
DFT (ωB97M-V/def2-TZVPD) results for a structure of composition C26H27Br2N6O3SSc.

Structure (XYZ):
```
66
Properties=species:S:1:pos:R:3
C 2.552 1.829 1.522
C 1.950 4.491 2.098
C 3.024 3.864 2.729
C -1.528 -0.147 -4.235
C -3.645 -2.679 4.254
H -3.675 -2.226 5.240
C 3.575 -3.819 -1.332
C 3.174 -5.386 -3.103
C 1.917 -4.843 -3.309
H -2.260 -3.775 3.011
H 1.767 5.533 2.307
H -4.376 -3.482 4.216
C -4.168 -1.507 -0.014
H -1.904 -3.872 4.749
H -4.352 -2.483 -0.458
H 0.216 0.562 -3.196
H -0.515 5.878 1.837
C -2.779 -1.030 -0.332
H 4.968 -5.321 -1.933
H 3.622 4.421 3.435
H -1.875 3.020 -2.946
H 0.609 6.328 0.518
H -1.656 4.535 -1.998
C -3.231 -0.981 -2.785
C 2.976 0.518 1.124
H 4.163 2.073 2.911
H -0.699 -1.886 4.585
C -0.777 0.132 -3.104
H 3.948 0.157 1.463
H -4.267 -1.595 1.066
C 1.872 -2.076 -0.794
C -2.411 -0.671 -1.688
C 2.322 -3.257 -1.550
C 3.995 -4.883 -2.106
N -2.072 -1.538 1.756
C -2.247 -3.211 3.949
H -3.904 -1.926 3.517
N -1.827 -0.992 0.564
C -0.235 5.686 0.794
H -1.137 0.080 -5.214
H 4.196 -3.409 -0.551
C -2.787 -0.712 -4.064
C 1.489 -3.783 -2.533
H -3.400 -0.950 -4.921
C -1.177 -1.368 2.715
S 0.050 -0.181 2.731
Br 0.496 3.345 -2.288
C 1.142 3.793 1.228
H 1.270 -5.240 -4.077
H -4.196 -1.432 -2.629
N 2.263 -0.211 0.334
Br -2.149 2.602 -0.495
H -1.089 5.919 0.154
C -1.412 3.479 -2.074
N 2.782 -1.374 -0.158
H 0.510 -3.350 -2.679
N -1.282 -2.146 3.807
O 0.632 -1.745 -0.829
C 3.323 2.560 2.438
N -1.202 -0.091 -1.866
H -4.908 -0.800 -0.386
O 0.061 4.333 0.573
C 1.395 2.420 0.939
H 3.511 -6.206 -3.720
Sc 0.141 -0.056 0.059
O 0.599 1.776 0.127
```

Its LUMO energy is -0.5 eV. As for the total energy: -7868.314525 hartree. The value obtained for the HOMO energy is -7.424 eV. For the energy above the lowest of the compared OMol25 structures with the same formula, charge and spin, the calculation gives 28.33 kcal/mol. For the molar mass, the calculation gives 708.37 g/mol.

2.
DFT (ωB97M-V/def2-TZVPD) results for a cluster of 2 separate species, C26H27Br2OSi in total.

Structure (XYZ):
```
57
Properties=species:S:1:pos:R:3
H -1.225 -1.488 -1.894
H -4.368 -1.015 3.382
H -3.267 0.369 3.118
H 0.319 1.080 2.493
H -0.900 -1.180 4.488
C -2.797 -3.373 1.704
C 1.182 5.456 -4.271
H 1.849 4.004 -2.841
H -3.298 -3.186 0.745
Si -2.237 -1.785 2.487
H -1.599 2.801 -1.723
H -0.764 1.607 0.294
C -1.227 5.582 -4.645
C -3.627 -0.579 2.696
O -1.151 -1.069 1.403
C 0.075 6.049 -4.903
C 2.301 0.255 2.682
C 2.481 0.561 -0.103
C 0.342 -3.466 -1.008
H -1.960 -4.062 1.530
C -0.830 -1.588 0.162
C 0.239 1.623 -0.139
C 1.263 -4.514 -0.994
H -2.074 6.025 -5.159
H -2.167 -0.252 -0.824
C -0.326 3.982 -3.022
H 1.474 2.439 -1.668
H -4.118 -0.376 1.735
H 2.438 -4.158 2.204
C 2.019 -4.773 0.155
H 0.848 -2.282 2.158
C -1.420 4.564 -3.720
C 1.862 -3.976 1.295
H 1.386 -5.127 -1.888
C -1.353 -2.098 4.091
C 3.549 0.011 0.598
C 1.306 0.981 0.573
H -3.512 -3.858 2.383
C 1.228 0.777 1.973
C 3.464 -0.128 1.992
H 4.450 -0.299 0.077
C 0.446 2.350 -1.304
C 0.986 4.435 -3.345
Br 4.934 -0.841 2.958
H -2.090 -2.464 4.823
C -0.562 3.014 -1.998
C 0.180 -2.649 0.134
H -2.424 4.207 -3.497
H 2.243 0.140 3.760
C -1.455 -1.066 -0.927
H 2.185 5.806 -4.497
H -0.571 -2.861 3.986
C 0.957 -2.922 1.282
Br 0.333 7.498 -6.094
H -0.281 -3.255 -1.878
H 2.733 -5.595 0.166
H 2.534 0.667 -1.187
```

Its LUMO energy is -5.6 eV. As for the total energy: -6519.505089 hartree. The value obtained for the HOMO energy is -10.782 eV. For the energy above the lowest of the compared OMol25 structures with the same formula, charge and spin, the calculation gives 0.00 kcal/mol. The charge is +1. For the molar mass, the calculation gives 543.39 g/mol.

3.
DFT (ωB97M-V/def2-TZVPD) results for a structure of composition C26H27BrN7O3ReS2.

Structure (XYZ):
```
67
Properties=species:S:1:pos:R:3
C 1.406 -2.437 -1.047
H -0.170 7.371 -0.782
O -0.479 1.236 -0.569
C -2.079 -4.137 1.869
H 2.987 -0.862 6.017
C 0.623 6.640 -0.699
H -4.975 -1.645 2.139
C 1.657 -0.404 -1.816
H -5.376 -4.065 2.557
H 0.682 -2.582 5.711
C -1.729 0.087 -2.235
N -0.582 4.676 -1.773
H 2.216 1.031 4.431
C 1.507 4.392 -1.085
N 0.954 -1.184 -0.902
H 3.818 6.315 0.407
C 0.484 5.338 -1.173
C 3.101 -3.675 -2.395
H 2.437 -4.533 -2.439
C 2.879 6.011 -0.036
N 2.341 -2.487 -1.985
Br -2.779 1.003 -6.104
C -4.173 -2.366 2.068
C 1.257 -0.512 3.468
C -1.416 2.245 -3.955
H -3.127 -2.324 -2.055
H -1.381 5.128 -2.193
C -2.094 1.104 -4.363
H 0.477 -2.356 3.090
H 3.537 4.003 -0.449
C -0.949 2.339 -2.652
H 2.005 7.956 0.238
C -0.132 3.436 -2.094
S 0.978 0.357 1.960
C 1.452 -2.141 5.084
H 1.071 -3.290 -0.480
C -2.060 -2.284 -1.846
N 1.081 3.189 -1.653
H 2.252 -2.865 4.934
H -1.267 3.064 -4.646
H 1.525 0.662 -1.917
H 3.909 -3.857 -1.691
H 1.325 -0.393 6.419
S -2.523 -0.228 1.454
H 3.514 -3.493 -3.383
O -0.626 -2.394 1.391
H -3.459 -5.667 2.365
O -1.720 -0.977 -1.327
N 0.895 -1.740 3.773
H -1.196 -4.749 1.766
N 1.909 0.070 4.449
Re -0.470 -0.567 0.508
C 1.970 -0.799 5.641
H -1.804 -2.998 -1.068
H 0.132 2.022 -0.506
C -4.387 -3.711 2.298
H 3.236 -0.993 -3.250
C -3.324 -4.609 2.195
C 1.840 6.954 -0.134
N -1.903 -2.817 1.651
C -2.899 -1.915 1.741
H -2.775 -0.864 -3.865
C 2.517 -1.212 -2.479
C -2.260 0.016 -3.510
H -1.482 -2.486 -2.747
C 2.733 4.724 -0.504
C -1.113 1.250 -1.816
```

Its LUMO energy (spin up / spin down) is -10.6 / -10.2 eV. As for the total energy: -5063.785729 hartree. The value obtained for the HOMO energy (spin up / spin down) is -15.106 / -15.105 eV. For the energy above the lowest of the compared OMol25 structures with the same formula, charge and spin, the calculation gives 48.04 kcal/mol. The charge is +3. Its multiplicity is 2. As for the expectation value of S²: 0.7621. For the molar mass, the calculation gives 815.79 g/mol.

4.
DFT (ωB97M-V/def2-TZVPD) results for a structure of composition C26H27FMgO4.

Structure (XYZ):
```
59
Properties=species:S:1:pos:R:3
C -0.990 -0.474 0.881
O 1.663 -0.700 -2.909
C -0.629 3.981 -1.288
C -0.325 2.504 -1.536
H -0.144 -1.178 -2.040
H 0.632 -1.417 1.881
C -2.217 -0.080 1.398
H -3.796 1.366 1.346
H -0.754 -5.883 5.423
H 3.329 -2.497 -1.900
C 0.481 4.974 -1.619
C 0.920 -1.076 -1.766
C -1.818 4.297 -0.787
C -2.367 -3.103 1.808
C 0.238 6.393 -1.080
C 2.114 -1.854 -3.577
H 0.549 -5.999 4.263
H 1.275 -2.035 -1.349
O 1.560 -2.285 -4.547
H 0.198 -2.241 0.396
C -0.235 -1.729 1.271
C 3.390 -2.464 -3.000
H -0.768 6.767 -1.313
H 3.567 -3.482 -3.354
H 1.017 8.401 -1.233
C -2.210 1.905 0.017
H 2.301 7.187 -1.265
C -2.950 -4.078 2.574
C -0.895 -4.497 3.769
H -2.935 -2.585 1.037
O -4.018 3.375 -0.564
C -2.241 -4.779 3.543
C 1.283 7.402 -1.608
H 0.717 -3.242 3.199
O 0.332 2.131 -2.475
C -2.825 3.216 -0.466
H 5.496 -2.066 -3.345
C -0.965 1.552 -0.519
H 4.356 -1.039 -4.326
C -0.080 -5.271 4.798
H -2.683 -5.597 4.153
C -2.818 1.080 0.956
H 4.604 -0.696 -2.586
H 0.553 -4.624 5.410
H -2.082 5.335 -0.580
C 1.019 -0.009 -0.638
H -2.716 -0.678 2.156
Mg -3.920 -6.403 4.857
C -0.331 -3.488 3.017
H 1.618 -0.356 0.218
C -1.026 -2.774 2.034
C 4.571 -1.483 -3.348
H 1.391 4.614 -1.104
C -0.356 0.383 -0.086
H 1.214 7.452 -2.701
H 0.392 6.321 0.009
H -4.005 -4.343 2.448
F 0.790 4.975 -2.967
H 1.528 0.896 -0.985
```

Its LUMO energy is -11.9 eV. As for the total energy: -1607.064060 hartree. The value obtained for the HOMO energy is -13.445 eV. The charge is +2. For the molar mass, the calculation gives 446.80 g/mol.

| no. | maximum force (eV/A) |
| --- | --- |
| 1 | 1.6 |
| 2 | 1.9 |
| 3 | 0.7 |
| 4 | 2.0 |